No. 1
8
Properties=species:S:1:pos:R:3 method="wB97M-V/def2-TZVPD" largest_force_ev_per_a=4.21 charge=-1 relative_energy_kj_mol=42.8 total_energy_ev=-5212.5002 homo_lumo_gap_ev=8.0 lumo_ev=4.802
O 2.043 -0.150 -0.294
H 1.651 -0.054 -1.180
C -1.006 0.108 0.101
O 0.057 0.198 1.066
H -1.856 -0.320 0.702
H -0.657 -0.750 -0.479
H -1.306 1.043 -0.352
H 1.073 -0.075 0.436

No. 2
108
Properties=species:S:1:pos:R:3 method="wB97M-V/def2-TZVPD" largest_force_ev_per_a=1.26 total_energy_ev=-125440.7922 homo_lumo_gap_ev=8.0 smiles="O=C1C(CCF)=C(c2ccccc2)C(=O)c2c1cccc2C(=O)C(F)(F)C(F)(F)C(F)(F)C(=O)O.O=C1OC[C@@H](F)O1.O=C1OC[C@@H](F)O1.O=C1OC[C@@H](F)O1.O=C1OC[C@@H](F)O1.O=C1OC[C@@H](F)O1.O=C1OC[C@@H](F)O1" lumo_ev=-1.266
O -5.046 2.254 1.972
C -4.003 1.653 2.107
C -3.942 0.424 2.953
C -5.208 0.067 3.674
C -6.086 -0.831 2.808
F -6.986 -1.540 3.583
C -2.809 -0.293 3.043
C -2.677 -1.492 3.905
C -1.985 -1.348 5.102
C -1.828 -2.419 5.969
C -2.357 -3.656 5.627
C -3.038 -3.811 4.426
C -3.202 -2.735 3.565
C -1.566 0.125 2.328
O -0.538 -0.507 2.451
C -1.603 1.343 1.496
C -2.769 2.101 1.411
C -2.799 3.278 0.673
C -1.652 3.712 0.019
C -0.493 2.941 0.080
C -0.462 1.753 0.805
C 0.818 0.971 0.847
O 1.727 1.269 1.567
C 1.020 -0.237 -0.125
F 2.112 -0.922 0.258
F -0.041 -1.074 -0.069
C 1.242 0.150 -1.623
F 0.596 1.295 -1.928
F 2.560 0.362 -1.813
C 0.782 -0.922 -2.647
F -0.554 -1.053 -2.603
F 1.105 -0.424 -3.871
C 1.515 -2.275 -2.515
O 2.637 -2.391 -2.911
O 0.755 -3.209 -1.972
H -5.760 0.982 3.873
H -4.965 -0.436 4.608
H -5.473 -1.530 2.235
H -6.636 -0.226 2.086
H -1.573 -0.386 5.366
H -1.299 -2.256 6.897
H -2.240 -4.504 6.288
H -3.429 -4.786 4.173
H -3.733 -2.870 2.632
H -3.708 3.861 0.635
H -1.619 4.617 -0.562
H 0.398 3.275 -0.431
H 1.181 -4.084 -2.096
O -0.853 5.641 -2.598
C -1.807 5.324 -3.224
O -3.076 5.331 -2.755
C -3.960 5.018 -3.837
C -3.037 4.291 -4.793
F -3.357 4.511 -6.089
O -1.782 4.886 -4.511
H -4.330 5.942 -4.284
H -4.794 4.417 -3.487
H -2.965 3.215 -4.627
O 1.056 -6.593 -0.967
C 2.051 -6.321 -1.542
O 2.241 -5.190 -2.276
C 3.617 -5.138 -2.685
C 4.021 -6.592 -2.604
F 5.312 -6.751 -2.235
O 3.175 -7.085 -1.575
H 4.175 -4.533 -1.970
H 3.707 -4.708 -3.679
H 3.843 -7.163 -3.516
O -0.119 3.802 3.473
C 0.442 3.028 4.170
O 1.745 3.111 4.519
C 2.033 2.070 5.453
C 0.934 1.071 5.160
F 0.542 0.403 6.273
O -0.121 1.911 4.719
H 1.946 2.454 6.471
H 3.034 1.680 5.289
H 1.166 0.350 4.374
O 3.484 -3.887 -5.826
C 3.885 -2.811 -6.109
O 5.093 -2.325 -5.752
C 5.237 -1.014 -6.306
C 3.793 -0.611 -6.518
F 3.635 0.183 -7.609
O 3.164 -1.856 -6.754
H 5.767 -1.074 -7.258
H 5.778 -0.367 -5.622
H 3.321 -0.128 -5.661
O -2.914 -0.101 7.801
C -2.703 -0.363 8.933
O -3.606 -0.887 9.796
C -2.935 -1.211 11.016
C -1.724 -0.303 10.957
F -0.633 -0.858 11.537
O -1.506 -0.181 9.566
H -2.633 -2.259 11.001
H -3.582 -1.025 11.868
H -1.878 0.690 11.382
O 6.060 2.687 -12.598
C 5.572 2.703 -11.523
O 4.259 2.506 -11.255
C 4.088 2.449 -9.836
C 5.308 3.198 -9.345
F 5.770 2.717 -8.163
O 6.254 2.933 -10.360
H 4.109 1.412 -9.507
H 3.146 2.905 -9.545
H 5.176 4.278 -9.253